This record from the Open Molecules 2025 dataset describes a 2-piece molecular cluster, C11H15N overall at a distorted geometry. The level of theory is ωB97M-V with the def2-TZVPD basis set.

As for the spin multiplicity: 1. The value obtained for the total energy is -13140.1785 eV. The SMILES is Cc1c[nH]c2ccccc12.CC.

Last column: natural (NBO) charge in e.
Cartesian coordinates (Å):
C (-1.006, -3.004, 1.284)  -0.62
C (0.310, -2.349, 1.677)  -0.63
H (-1.573, -2.311, 0.646)  0.21
H (-0.869, -3.856, 0.631)  0.21
H (-1.609, -3.248, 2.150)  0.21
H (0.289, -1.970, 2.709)  0.20
H (0.665, -1.451, 1.181)  0.22
H (1.168, -3.019, 1.647)  0.20
C (0.113, 1.680, 2.055)  -0.63
C (0.905, 0.934, -1.517)  0.15
C (-0.062, 1.228, -0.529)  -0.11
C (0.668, 1.384, 0.702)  -0.07
C (1.983, 1.197, 0.431)  -0.05
C (0.500, 0.537, -2.787)  -0.25
C (-0.823, 0.739, -3.124)  -0.21
C (-1.417, 1.230, -0.843)  -0.19
C (-1.800, 1.033, -2.153)  -0.24
N (2.140, 1.080, -0.951)  -0.53
H (3.018, 0.750, -1.319)  0.41
H (1.111, 0.058, -3.550)  0.22
H (2.803, 1.231, 1.126)  0.21
H (-1.176, 0.456, -4.101)  0.21
H (-2.238, 1.329, -0.136)  0.21
H (-0.642, 2.469, 2.005)  0.22
H (0.884, 1.974, 2.756)  0.22
H (-2.840, 1.016, -2.457)  0.21
H (-0.503, 0.882, 2.468)  0.22


This record from the Open Molecules 2025 dataset describes a 2-piece molecular cluster, C21H29OSi overall at a distorted geometry. The level of theory is ωB97M-V with the def2-TZVPD basis set.

As for the spin multiplicity: 1. The charge is +1. The value obtained for the total energy is -32165.7620 eV.

Last column: natural (NBO) charge in e.
Cartesian coordinates (Å):
C (0.429, -2.629, 1.687)  -0.66
C (1.058, -1.341, 1.289)  0.05
C (0.480, -0.197, 1.620)  -0.46
C (2.357, -1.355, 0.562)  -0.90
Si (3.884, -1.453, 1.659)  1.65
C (5.419, -1.507, 0.595)  -1.11
C (3.958, 0.056, 2.753)  -1.12
C (3.831, -2.988, 2.720)  -1.11
H (0.970, -3.480, 1.270)  0.22
H (0.417, -2.737, 2.773)  0.24
H (-0.601, -2.682, 1.332)  0.20
H (0.916, 0.746, 1.358)  0.20
H (-0.451, -0.179, 2.152)  0.19
H (2.408, -2.206, -0.118)  0.23
H (2.461, -0.454, -0.045)  0.24
H (6.302, -1.547, 1.227)  0.25
H (5.403, -2.386, -0.042)  0.24
H (5.474, -0.620, -0.029)  0.24
H (4.847, 0.019, 3.376)  0.25
H (3.992, 0.954, 2.142)  0.23
H (3.080, 0.095, 3.390)  0.24
H (4.722, -3.038, 3.339)  0.25
H (2.957, -2.969, 3.364)  0.23
H (3.788, -3.874, 2.093)  0.24
C (-4.568, 5.669, -0.260)  -0.27
O (-4.727, 4.558, 0.597)  -0.44
C (-4.054, 3.419, 0.195)  0.43
C (-4.172, 2.253, 0.978)  -0.27
C (-3.554, 1.088, 0.626)  -0.06
C (-2.759, 1.000, -0.545)  -0.21
C (-2.189, -0.244, -0.887)  0.13
C (-1.468, -0.653, -2.046)  -0.11
C (-0.946, -1.962, -2.076)  -0.10
C (-0.227, -2.416, -3.153)  -0.23
C (0.007, -1.590, -4.236)  -0.10
C (-0.516, -0.313, -4.253)  -0.22
C (-1.259, 0.141, -3.193)  -0.13
C (-2.593, 2.197, -1.285)  -0.01
C (-3.235, 3.350, -0.945)  -0.33
H (-5.107, 6.519, 0.161)  0.23
H (-3.511, 5.933, -0.341)  0.19
H (-4.985, 5.441, -1.245)  0.19
H (-4.768, 2.304, 1.870)  0.25
H (-3.664, 0.210, 1.241)  0.23
H (-2.330, -1.023, -0.155)  0.22
H (-1.134, -2.615, -1.241)  0.22
H (0.149, -3.425, -3.158)  0.24
H (0.582, -1.945, -5.074)  0.24
H (-0.355, 0.327, -5.104)  0.24
H (-1.747, 1.086, -3.302)  0.21
H (-1.881, 2.242, -2.082)  0.21
H (-3.093, 4.221, -1.557)  0.24


This record from the Open Molecules 2025 dataset describes an isolated molecule of C16H20N2O6S2 at a distorted geometry. The level of theory is ωB97M-V with the def2-TZVPD basis set.

As for the spin multiplicity: 1. The value obtained for the total energy is -53844.3510 eV. The SMILES is COc1ccc(-c2ccc(S(=O)(=O)N(CC(=O)NO)OC(C)C)s2)cc1.

Last column: natural (NBO) charge in e.
Cartesian coordinates (Å):
O (-3.404, 3.816, -2.095)  -0.63
O (1.721, 1.102, -2.861)  -0.92
O (0.777, 2.900, -1.417)  -0.87
O (-2.286, 4.912, -4.452)  -0.52
O (2.773, -1.250, 7.048)  -0.49
O (-0.935, 0.641, -4.148)  -0.33
S (1.983, -0.034, 0.325)  0.43
C (-2.445, 3.240, -2.616)  0.61
C (-0.451, -0.756, 1.264)  -0.28
C (-0.548, -0.268, -0.095)  -0.19
C (0.881, -0.649, 1.683)  -0.06
C (0.577, 0.270, -0.687)  -0.54
C (1.228, -2.075, 5.194)  -0.28
C (2.851, -0.369, 4.794)  -0.25
C (0.789, -1.889, 3.796)  -0.16
C (2.437, -0.287, 3.456)  -0.15
C (2.285, -1.229, 5.734)  0.31
C (1.349, -0.948, 3.002)  -0.18
N (-1.839, 3.738, -3.770)  -0.34
N (-0.859, 1.260, -2.798)  -0.45
C (1.791, -1.870, 7.907)  -0.27
C (-2.023, 1.861, -2.154)  -0.36
C (0.285, -1.082, -5.218)  -0.63
C (-1.942, -1.497, -4.447)  -0.61
C (-0.691, -0.736, -4.124)  0.09
S (0.641, 1.495, -1.977)  2.22
H (-3.173, 5.067, -4.146)  0.49
H (-1.378, -1.000, 1.789)  0.25
H (-1.551, -0.192, -0.551)  0.22
H (0.852, -2.915, 5.715)  0.22
H (3.689, 0.244, 5.056)  0.23
H (0.033, -2.633, 3.490)  0.22
H (2.882, 0.480, 2.890)  0.22
H (-0.829, 3.353, -3.962)  0.42
H (0.771, -1.489, 7.729)  0.19
H (1.850, -2.937, 7.815)  0.18
H (2.110, -1.832, 9.002)  0.21
H (-2.792, 1.123, -2.192)  0.25
H (-2.036, 1.935, -0.980)  0.28
H (-0.129, -0.897, -6.185)  0.21
H (0.629, -2.055, -5.204)  0.21
H (1.174, -0.494, -5.015)  0.23
H (-1.851, -2.540, -4.289)  0.21
H (-2.291, -1.373, -5.367)  0.21
H (-2.610, -1.056, -3.760)  0.20
H (-0.294, -1.085, -3.178)  0.19


Among the records above, which one has the highest total energy? C11H15N


Repeat the first record exactly.
This record from the Open Molecules 2025 dataset describes a 2-piece molecular cluster, C11H15N overall at a distorted geometry. The level of theory is ωB97M-V with the def2-TZVPD basis set.

As for the spin multiplicity: 1. The value obtained for the total energy is -13140.1785 eV. The SMILES is Cc1c[nH]c2ccccc12.CC.

Last column: natural (NBO) charge in e.
Cartesian coordinates (Å):
C (-1.006, -3.004, 1.284)  -0.62
C (0.310, -2.349, 1.677)  -0.63
H (-1.573, -2.311, 0.646)  0.21
H (-0.869, -3.856, 0.631)  0.21
H (-1.609, -3.248, 2.150)  0.21
H (0.289, -1.970, 2.709)  0.20
H (0.665, -1.451, 1.181)  0.22
H (1.168, -3.019, 1.647)  0.20
C (0.113, 1.680, 2.055)  -0.63
C (0.905, 0.934, -1.517)  0.15
C (-0.062, 1.228, -0.529)  -0.11
C (0.668, 1.384, 0.702)  -0.07
C (1.983, 1.197, 0.431)  -0.05
C (0.500, 0.537, -2.787)  -0.25
C (-0.823, 0.739, -3.124)  -0.21
C (-1.417, 1.230, -0.843)  -0.19
C (-1.800, 1.033, -2.153)  -0.24
N (2.140, 1.080, -0.951)  -0.53
H (3.018, 0.750, -1.319)  0.41
H (1.111, 0.058, -3.550)  0.22
H (2.803, 1.231, 1.126)  0.21
H (-1.176, 0.456, -4.101)  0.21
H (-2.238, 1.329, -0.136)  0.21
H (-0.642, 2.469, 2.005)  0.22
H (0.884, 1.974, 2.756)  0.22
H (-2.840, 1.016, -2.457)  0.21
H (-0.503, 0.882, 2.468)  0.22